No. 1
Formula: C38H42Cl3N4O2SbSe5Ti
Source: OMol25
Level of theory: wB97M-V/def2-TZVPD

The geometry in XYZ format:
```
96
Properties=species:S:1:pos:R:3:lowdin_charge:R:1
Sb -3.2556 5.1741 -1.3725 0.01
Se -2.8465 3.1972 0.1334 0.08
Se -4.5959 4.6567 -3.3448 -0.43
Se 1.9354 -1.9594 0.7882 0.77
Se -1.5010 6.3784 -2.6114 -0.32
Se -3.2404 1.2879 1.2360 0.51
Ti -1.0390 1.8324 1.1236 0.27
Cl 3.8993 -0.6999 5.5237 0.61
Cl 1.3836 1.9407 1.5593 0.91
Cl -1.3870 -1.4053 4.7329 0.69
O -1.0270 0.6009 2.6413 -0.31
O -0.7095 -0.1146 0.0940 -0.13
N -0.4610 2.8457 -2.3263 0.03
N 0.2007 -2.5042 -1.4034 -0.01
N -0.5452 -3.2879 0.5079 -0.01
N 0.3724 2.3670 -1.3893 0.05
C -2.3489 0.2870 -1.6283 -0.10
C 0.1144 -0.6529 4.2813 -0.58
C -2.7289 -4.2199 -0.3610 -0.01
C 2.6864 1.4523 -1.4026 -0.07
C 2.4935 0.5564 3.5796 -0.14
C 1.2618 -0.9663 4.9788 -0.15
C 0.6400 6.2731 0.6712 -0.10
C 2.8276 -3.5099 -2.8500 -0.26
C 2.4485 -0.3481 4.6238 -0.69
C 4.0299 -2.6384 -2.4957 -0.12
C 0.0764 0.2819 3.2173 -0.46
C -1.0236 -3.0876 -1.6645 -0.16
C -1.0968 3.4745 2.4634 -0.30
C -1.7725 -3.1946 -2.8254 -0.02
C -0.4481 4.7389 2.2214 -0.21
C -3.4777 -4.3259 -1.5254 -0.10
C 0.1155 5.0428 0.9572 -0.09
C -1.7482 4.3633 4.6568 -0.10
C 1.4595 1.9926 -2.0627 -0.35
C 0.0300 2.7917 -3.5706 -0.30
C 1.3331 0.8417 2.8898 -0.53
C -0.1099 -6.1865 1.3696 -0.25
C -0.5696 -3.7024 1.8944 -0.16
C -3.0069 -3.8229 -2.7351 -0.10
C -1.4978 -3.5915 -0.4485 -0.16
C 0.5868 -6.3196 0.0146 -0.10
C -0.4353 5.7633 3.2097 -0.18
C -0.7365 3.3347 -4.7202 -0.04
C 0.6755 7.2626 1.6709 -0.10
C 0.4651 -2.5829 -0.0691 -0.69
C 0.9994 -1.7834 -2.3688 -0.15
C 0.2955 -4.9337 2.1592 -0.19
C -1.7657 3.3584 3.6627 -0.14
C 1.6456 -2.7102 -3.3968 -0.18
C -1.0742 5.5297 4.4492 -0.07
C 1.2876 2.2307 -3.4380 0.00
C -1.5065 0.6798 -0.4421 -0.69
C 0.1697 7.0073 2.9134 -0.06
H -4.4514 -4.7969 -1.4879 0.10
H 0.2319 -5.1362 3.2316 0.11
H 3.8301 -2.0432 -1.6039 0.02
H 0.2786 -5.5371 -0.6796 0.06
H 3.1182 -4.2433 -3.6086 0.10
H 1.9831 -2.0934 -4.2348 0.11
H 4.9024 -3.2614 -2.2905 0.07
H 1.6705 -6.2651 0.1343 0.07
H -1.3648 3.1991 -2.0494 0.02
H -1.6068 -3.8943 2.1707 0.12
H 0.1371 -7.0680 1.9677 0.10
H 0.9635 6.5005 -0.3346 0.07
H -2.8040 -0.6897 -1.4672 0.07
H 0.8881 -3.4023 -3.7760 0.10
H -2.3530 2.4715 3.8838 0.07
H 0.3689 -1.0430 -2.8675 0.12
H -0.7975 4.4236 -4.6253 0.01
H 4.2781 -1.9638 -3.3192 0.07
H -1.4279 -2.7769 -3.7617 0.11
H 0.3460 -7.2827 -0.4411 0.07
H -3.1069 -4.6027 0.5772 0.11
H -3.6175 -3.9090 -3.6245 0.10
H 1.2338 -1.6748 5.7942 0.10
H -1.0532 6.3074 5.2073 0.09
H -0.2001 -2.8757 2.4989 0.08
H 2.5153 -4.0711 -1.9636 0.09
H 2.4636 0.6143 -0.7394 0.01
H -1.1940 -6.1952 1.2190 0.09
H -3.1294 1.0265 -1.8094 0.05
H 3.1767 2.2235 -0.8045 0.07
H 2.0020 2.0351 -4.2220 0.10
H 1.0875 8.2367 1.4329 0.09
H 0.1807 7.7679 3.6887 0.10
H -1.7699 2.9840 -4.7153 0.07
H 3.4196 1.0405 3.3019 0.11
H 1.7599 -1.2386 -1.8135 0.06
H -0.2570 3.0666 -5.6613 0.07
H 3.3934 1.1180 -2.1633 0.07
H -2.2904 4.1990 5.5826 0.09
H -1.7063 0.2437 -2.5136 0.07
H 1.3326 -4.6763 1.9340 0.08
H 0.0903 4.2865 0.1810 0.06
```

The total charge is -2. As for the spin multiplicity: 1. For the LUMO energy, the calculation gives 3.59 eV. For the HOMO energy, the calculation gives -1.1760 eV. Its gap between HOMO and LUMO is 4.77 eV.

---

No. 2
Formula: C38H42CrN3O4PS3Te2
Source: OMol25
Level of theory: wB97M-V/def2-TZVPD

The geometry in XYZ format:
```
94
Properties=species:S:1:pos:R:3:lowdin_spin:R:1
Te -2.8424 0.0825 0.8734 0.00
Te 0.4615 0.4173 2.5287 0.02
Cr -0.5327 -0.6402 -0.3435 3.79
S 2.7191 0.2913 -2.2642 0.01
S 0.4194 -2.2318 -2.0347 0.01
S -1.4491 1.8982 -3.9176 0.01
P 2.3562 -1.6270 -2.3006 0.01
O 3.3446 -2.2799 -1.2466 0.00
O 1.5923 -1.7472 1.0728 0.03
O 2.8822 -2.3884 -3.6227 0.00
O -2.8241 -2.5237 1.1666 0.01
N 0.9025 -3.7426 1.9296 0.00
N -0.7265 0.8321 -1.6834 0.01
N -0.5967 -2.2002 0.9308 0.01
C -2.1266 3.9044 3.2317 0.00
C 0.0880 4.1069 -3.0739 0.00
C 1.9416 -0.8985 -5.3704 0.00
C -2.1800 2.6245 5.2602 0.00
C 4.5495 1.6330 3.4766 0.00
C 2.2900 2.9288 2.5270 0.00
C -1.3238 1.6919 4.6939 0.00
C 3.4910 3.6127 2.6363 0.00
C 0.6688 -2.5421 1.2806 0.01
C -3.5301 1.9873 0.0679 0.00
C -1.2781 2.9659 2.6614 0.00
C -0.8521 1.8655 3.3979 0.00
C -0.4595 2.8490 -2.8531 0.00
C -1.6727 -2.9644 1.3079 0.01
C -7.7801 1.6796 0.4798 0.00
C 4.6271 2.9656 3.1009 0.00
C -5.6193 0.6611 0.1738 0.00
C -2.5700 3.7421 4.5358 0.00
C 2.4469 -2.2816 -4.9927 0.00
C 2.9411 -4.6947 -1.4664 0.00
C -6.9949 0.5462 0.3223 0.00
C -1.4017 -4.2599 1.8827 0.00
C 1.4067 -3.3538 -5.2864 0.00
C 5.1737 -3.6399 -2.0369 0.00
C 1.1821 3.9221 -0.9317 0.00
C 0.6383 2.6758 -0.7139 0.00
C 0.9157 4.6323 -2.1054 0.00
C 3.9331 -3.5848 -1.1560 0.00
C 3.3531 0.9423 3.3552 0.00
C -0.1848 2.1179 -1.6923 0.01
C -5.8109 3.0524 0.3818 0.00
C -1.3990 0.6171 -2.7761 0.04
C -7.1878 2.9331 0.5080 0.00
C -4.7192 -0.5269 -0.0010 0.01
C 2.2192 1.5853 2.8742 0.00
C -0.1322 -4.6002 2.1610 0.00
C 2.2445 -4.0309 2.4084 0.00
C -5.0217 1.9237 0.2065 0.00
H -3.1248 2.8667 0.5632 0.00
H -3.2509 2.0283 -0.9895 0.00
H 5.5689 3.4948 3.1623 0.00
H 2.2604 -4.0725 3.4986 0.00
H 1.8615 4.3420 -0.2026 0.00
H -2.5454 2.4779 6.2684 0.00
H 3.3041 -0.1031 3.6346 0.00
H -3.2152 4.4840 4.9881 0.00
H 0.9960 -0.6939 -4.8658 0.00
H 1.1302 -3.3154 -6.3405 0.00
H -7.4493 -0.4373 0.3265 0.00
H 0.1344 -5.5492 2.6060 0.00
H 5.7800 -2.7543 -1.8496 0.00
H 2.0298 -4.5717 -0.8806 0.00
H 3.3592 -2.4970 -5.5576 0.00
H 5.4315 1.1280 3.8488 0.00
H -0.1107 4.6393 -3.9936 0.00
H 4.2434 -3.6485 -0.1094 0.00
H 1.3861 5.5926 -2.2664 0.00
H -1.0125 0.8268 5.2663 0.00
H -8.8509 1.5808 0.6015 0.00
H -0.9377 3.0992 1.6392 0.00
H 0.5192 -3.1865 -4.6780 0.00
H 2.6064 -4.9755 2.0011 0.00
H 0.9023 2.0872 0.1529 0.00
H 1.4087 3.4459 2.1668 0.00
H -5.0835 -1.4099 0.5170 0.00
H -5.3453 4.0295 0.4372 0.00
H 2.6618 -0.1401 -5.0750 0.00
H 2.6722 -4.6677 -2.5213 0.00
H 3.5474 4.6533 2.3418 0.00
H -4.5944 -0.7650 -1.0592 0.00
H -1.8995 -0.3166 -2.9859 0.00
H 1.8054 -4.3435 -5.0624 0.00
H 1.7911 -0.8490 -6.4494 0.00
H -2.2230 -4.9304 2.0756 0.00
H -2.4471 4.7633 2.6548 0.00
H 2.8798 -3.2171 2.0737 0.00
H 5.7603 -4.5322 -1.8159 0.00
H 4.8875 -3.6475 -3.0863 0.00
H 3.3882 -5.6630 -1.2363 0.00
H -7.7976 3.8180 0.6367 0.00
```

As for the spin multiplicity: 5. For the LUMO energy (spin up / spin down), the calculation gives 0.17 / 0.04 eV. For the HOMO energy (spin up / spin down), the calculation gives -7.2853 / -7.4536 eV. Its gap between HOMO and LUMO (spin up / spin down) is 7.45 / 7.49 eV. The expectation value of S² is 6.023.

---

Respective F_max values: 4.2; 1.5 eV/A.
Respective energy relative to the best compared isomer or geometry (same formula, charge and spin) values: 4.6010; 0.3520 eV.